[1]
{
  "formula": "C9H27NaO12P2S",
  "method": "ωB97M-V/def2-TZVPD",
  "symbols": ["Na", "O", "H", "O", "S", "O", "O", "C", "C", "C", "H", "H", "H", "H", "H", "H", "H", "H", "C", "O", "P", "O", "O", "C", "O", "C", "H", "H", "H", "H", "H", "H", "H", "H", "H", "C", "O", "P", "O", "O", "C", "O", "C", "H", "H", "H", "H", "H", "H", "H", "H", "H"],
  "xyz": [[0.19766, -2.52747, 2.23434], [1.19580, -4.31721, 4.86586], [2.06859, -4.04389, 4.52222], [-1.35412, -5.00233, -0.38056], [-2.08654, -5.47512, -1.53175], [-2.61385, -6.84435, -1.69914], [-3.29910, -4.33632, -1.77096], [-4.21399, -4.43944, -2.86907], [-4.25188, -3.17045, -3.78525], [-1.02948, -5.13095, -3.04986], [-5.20212, -4.68544, -2.48023], [-3.94568, -5.33398, -3.43111], [-3.33388, -2.97555, -4.33969], [-4.46116, -2.33339, -3.11919], [-4.98136, -3.27038, -4.58898], [-0.11412, -5.65833, -2.78135], [-0.90562, -4.04865, -3.08694], [-1.62715, -5.60841, -3.82635], [-1.75763, 2.14845, -3.65895], [-1.45686, 1.25036, -2.60972], [0.08688, 0.83279, -2.25296], [0.06281, -0.05093, -1.07203], [0.87511, 2.25015, -2.14496], [0.44817, 3.20487, -1.24401], [0.63956, 0.24211, -3.64259], [1.96406, 0.04626, -3.93892], [-2.24766, 3.07189, -3.35035], [-2.58051, 1.65834, -4.17929], [-0.90459, 2.35154, -4.30638], [1.29634, 3.64365, -0.71848], [-0.32178, 2.92739, -0.52408], [0.02012, 4.09831, -1.69862], [2.62720, -0.03953, -3.07812], [2.34642, 0.79522, -4.63243], [2.08070, -0.86195, -4.53022], [0.97893, 2.00597, 6.93264], [2.08580, 2.43333, 6.16404], [2.09666, 2.28476, 4.53777], [1.60994, 0.94720, 4.05630], [1.18628, 3.57029, 4.07550], [1.69957, 4.90951, 4.30726], [3.63252, 2.63512, 4.14531], [3.94642, 2.80767, 2.80867], [0.18466, 2.73929, 6.79314], [1.24485, 1.83406, 7.97564], [0.56178, 1.06550, 6.57260], [1.43653, 5.56290, 3.47541], [2.78441, 4.94641, 4.40656], [1.35803, 5.39583, 5.22103], [4.05529, 3.83979, 2.47555], [3.12381, 2.49583, 2.16512], [4.79421, 2.15925, 2.58758]],
  "e_lumo_ev": -0.40
}

[2]
{
  "formula": "CH3N5O",
  "method": "ωB97M-V/def2-TZVPD",
  "symbols": ["C", "N", "N", "N", "N", "N", "O", "H", "H", "H"],
  "xyz": [[-1.83908, 0.03824, 0.16297], [2.94853, 0.11266, -0.04014], [2.30730, -0.63172, -0.96965], [2.03507, 0.68024, 0.67800], [1.07389, -0.61966, -0.80893], [0.88064, 0.12878, 0.23584], [-0.87901, 0.58652, 0.90470], [-2.75689, 0.48516, 0.47811], [-1.97158, -1.16912, 0.27503], [-1.79889, 0.38891, -0.91592]],
  "e_lumo_ev": [-3.27, -3.25]
}

[3]
{
  "formula": "C42H83N8O9PS",
  "method": "ωB97M-V/def2-TZVPD",
  "symbols": ["C", "C", "C", "C", "C", "C", "C", "C", "C", "C", "C", "C", "C", "C", "C", "O", "C", "C", "N", "C", "C", "C", "O", "C", "P", "C", "C", "C", "C", "O", "O", "C", "N", "S", "N", "C", "H", "H", "H", "H", "H", "H", "H", "H", "H", "H", "H", "H", "H", "H", "H", "H", "H", "H", "H", "H", "H", "H", "H", "H", "H", "H", "H", "H", "H", "H", "H", "H", "H", "H", "H", "H", "H", "H", "H", "H", "H", "H", "H", "H", "H", "H", "H", "H", "C", "C", "O", "N", "C", "H", "H", "H", "H", "H", "H", "H", "C", "C", "O", "N", "C", "H", "H", "H", "H", "H", "H", "H", "C", "C", "O", "N", "C", "H", "H", "H", "H", "H", "H", "H", "C", "C", "O", "N", "C", "H", "H", "H", "H", "H", "H", "H", "C", "C", "O", "N", "C", "H", "H", "H", "H", "H", "H", "H"],
  "xyz": [[-2.19894, 4.64755, -7.79700], [-2.29736, 5.38598, -6.39988], [-1.16138, 4.91927, -5.35497], [-1.75506, 4.31905, -3.99576], [-0.71799, 4.36560, -2.80427], [-1.35657, 3.92531, -1.41214], [-0.35607, 3.05018, -0.53767], [-0.61632, 3.20186, 1.02063], [0.55903, 2.61010, 1.91137], [-0.02484, 1.74708, 3.10431], [1.09138, 1.34276, 4.17491], [1.14170, -0.21840, 4.45179], [2.64582, -0.77243, 4.63349], [2.75038, -2.05534, 3.74239], [3.59677, -2.10696, 2.57113], [4.42017, -1.08414, 2.12502], [3.70469, 0.13847, 1.82786], [4.58439, 1.33741, 2.43016], [5.04221, 2.30867, 1.41417], [6.50631, 2.39655, 1.29987], [7.24425, 1.03329, 0.95671], [6.52865, 0.15366, -0.13935], [8.56297, 1.36892, 0.43781], [3.65268, -3.40929, 1.74084], [4.75415, -3.43508, 0.22800], [3.86966, -4.14016, -1.27250], [6.36192, -4.34509, 0.53640], [2.86815, -4.56425, 2.13779], [2.89885, -5.94844, 1.37897], [1.70222, -6.12665, 0.58896], [2.14947, -6.78727, -0.55761], [1.96040, -4.53633, 3.35701], [1.18043, -5.54061, 3.84637], [0.41806, -4.91202, 5.19587], [1.06345, -3.38264, 5.19833], [1.92437, -3.23346, 4.14371], [-2.92026, 5.16527, -8.49136], [-2.54233, 3.57263, -7.74585], [-1.18181, 4.71657, -8.27326], [-2.26663, 6.49103, -6.60370], [-3.31799, 5.14669, -5.97491], [-0.53759, 4.16203, -5.91989], [-0.50907, 5.82461, -5.18975], [-2.08781, 3.26730, -4.23526], [-2.68416, 4.91808, -3.76573], [-0.42306, 5.45341, -2.69310], [0.23046, 3.80871, -3.04563], [-2.29717, 3.35588, -1.64173], [-1.66458, 4.86156, -0.86752], [-0.58933, 1.97027, -0.78545], [0.71271, 3.24645, -0.82385], [-1.58037, 2.65689, 1.30511], [-0.71740, 4.29128, 1.30287], [1.21348, 1.94103, 1.27768], [1.18151, 3.47935, 2.25903], [-0.52684, 0.84333, 2.65988], [-0.84567, 2.36468, 3.57930], [0.83150, 1.90468, 5.11741], [2.09019, 1.66581, 3.77263], [0.57165, -0.51399, 5.38267], [0.63127, -0.77055, 3.60653], [2.80326, -1.07766, 5.70861], [3.37925, 0.03027, 4.37615], [2.65269, 0.16527, 2.21461], [3.65680, 0.29037, 0.71596], [3.98923, 1.91357, 3.20347], [5.43267, 0.86677, 3.00970], [4.58321, 2.18925, 0.51410], [6.72897, 3.11960, 0.45757], [7.00067, 2.81734, 2.22393], [7.42160, 0.38881, 1.86110], [5.65391, 0.64116, -0.63838], [7.28976, -0.04614, -0.95344], [6.29132, -0.85092, 0.30156], [9.15558, 1.59140, 1.17469], [4.21072, -3.55818, -2.18002], [2.75248, -4.02353, -1.23761], [4.11219, -5.23282, -1.44620], [6.30808, -5.43568, 0.22647], [7.16824, -3.86516, -0.09210], [6.71761, -4.31974, 1.59828], [2.89073, -6.72081, 2.20959], [3.85430, -6.11199, 0.81963], [1.72345, -6.31792, -1.29949], [1.46840, -10.54489, 4.88151], [1.07637, -11.26241, 3.61369], [0.77870, -12.44722, 3.60425], [1.06326, -10.54087, 2.46096], [1.38343, -9.13764, 2.27948], [1.43458, -11.24118, 5.71708], [2.48517, -10.15696, 4.79407], [0.77137, -9.72867, 5.08149], [0.79288, -11.07987, 1.65198], [0.50898, -8.63796, 1.85965], [2.21205, -9.06135, 1.57238], [1.65977, -8.65436, 3.21266], [-1.37629, -0.49000, -4.03480], [-0.03812, 0.08603, -3.65380], [0.20144, 1.28088, -3.73701], [0.91645, -0.77593, -3.20268], [0.81656, -2.21131, -3.03585], [-2.03424, 0.30775, -4.37267], [-1.25833, -1.20901, -4.84787], [-1.83381, -0.97191, -3.17159], [1.78705, -0.32432, -2.96475], [1.00455, -2.45287, -1.98692], [1.58138, -2.68716, -3.65396], [-0.16152, -2.58878, -3.32116], [-5.57054, -2.57788, -1.65723], [-4.72261, -1.43883, -2.16551], [-4.06686, -1.52459, -3.19421], [-4.70459, -0.29086, -1.43651], [-5.40812, -0.00222, -0.20218], [-5.48716, -3.42329, -2.33721], [-5.22514, -2.89129, -0.67008], [-6.61781, -2.27344, -1.60920], [-4.11781, 0.42911, -1.83315], [-6.05718, 0.86000, -0.36637], [-4.67312, 0.24642, 0.56591], [-6.00760, -0.84389, 0.13335], [-4.61687, 1.96933, 4.03570], [-3.77662, 3.13254, 3.57125], [-3.09435, 3.07802, 2.55777], [-3.79724, 4.26465, 4.32270], [-4.53705, 4.51493, 5.54415], [-4.50176, 1.13907, 3.34161], [-4.29059, 1.64206, 5.02485], [-5.67029, 2.25490, 4.06338], [-3.21374, 5.00203, 3.95542], [-5.19732, 5.36874, 5.38096], [-3.82685, 4.75996, 6.33600], [-5.12946, 3.65627, 5.84689], [-6.44193, 5.21107, -3.86619], [-5.74512, 6.45121, -4.36796], [-4.68304, 6.83267, -3.90495], [-6.34326, 7.14732, -5.37329], [-7.59283, 6.85230, -6.04588], [-5.85312, 4.76279, -3.06815], [-7.42598, 5.46820, -3.46899], [-6.54148, 4.48366, -4.67444], [-5.82474, 7.96388, -5.66083], [-7.39135, 6.72160, -7.11089], [-8.26773, 7.70008, -5.91237], [-8.06426, 5.95408, -5.65743]],
  "e_lumo_ev": -1.05
}

[4]
{
  "formula": "C37H71NO2P2SSi3Ti",
  "method": "ωB97M-V/def2-TZVPD",
  "symbols": ["Ti", "C", "C", "C", "P", "C", "C", "C", "C", "C", "C", "C", "C", "C", "N", "C", "C", "C", "C", "C", "C", "P", "C", "C", "C", "C", "C", "C", "H", "H", "H", "H", "H", "H", "H", "H", "H", "H", "H", "H", "H", "H", "H", "H", "H", "H", "H", "H", "H", "H", "H", "H", "H", "H", "H", "H", "H", "H", "H", "H", "H", "H", "H", "H", "C", "O", "Si", "C", "C", "C", "Si", "C", "C", "C", "Si", "C", "C", "C", "H", "H", "H", "H", "H", "H", "H", "H", "H", "H", "H", "H", "H", "H", "H", "H", "H", "H", "H", "H", "H", "H", "H", "H", "H", "H", "H", "C", "H", "H", "C", "S", "C", "O", "H", "H", "H", "H", "H", "H"],
  "xyz": [[-0.19696, -0.10638, -0.49532], [4.19795, 0.43839, 3.34071], [3.24003, -0.48255, 2.58020], [3.47520, -1.93717, 2.96034], [2.66568, -0.41341, 0.62342], [4.31179, -1.08081, -0.07726], [5.63168, -0.48616, 0.43309], [4.45351, -1.20397, -1.59402], [2.64638, 1.42873, 0.64576], [3.76072, 2.22645, 0.39480], [3.68065, 3.60885, 0.32917], [2.45369, 4.22403, 0.51851], [1.33679, 3.44725, 0.77314], [1.40761, 2.05366, 0.84693], [0.24400, 1.25522, 1.08520], [-0.40941, 1.48209, 2.28091], [-0.07459, 2.51302, 3.19341], [-0.81440, 2.75085, 4.33568], [-1.91231, 1.96746, 4.66842], [-2.18798, 0.88047, 3.85656], [-1.45401, 0.61478, 2.70800], [-1.51928, -0.97084, 1.84092], [-0.20946, -1.89913, 2.80421], [-0.36225, -3.41521, 2.71813], [-0.03872, -1.48631, 4.26317], [-3.12969, -1.74867, 2.37022], [-4.32699, -0.84336, 2.07783], [-3.35486, -3.08365, 1.64656], [3.96266, 0.44917, 4.41434], [5.24148, 0.11897, 3.26611], [4.13528, 1.46894, 2.98587], [2.23701, -0.20570, 2.94046], [4.51381, -2.22861, 2.76845], [3.27340, -2.14794, 4.01879], [2.83249, -2.59984, 2.36396], [4.26239, -2.09577, 0.33915], [5.95902, 0.34227, -0.19770], [5.57777, -0.13640, 1.45742], [6.41646, -1.24815, 0.37286], [4.39700, -0.22073, -2.06273], [5.43278, -1.64006, -1.82719], [3.69246, -1.82357, -2.05952], [4.72143, 1.76102, 0.24289], [4.56918, 4.19525, 0.12604], [2.35697, 5.30184, 0.45879], [0.38790, 3.93407, 0.92096], [0.78318, 3.13828, 3.00622], [-0.51797, 3.57042, 4.98106], [-2.50004, 2.16662, 5.55501], [-2.97356, 0.19362, 4.15113], [0.69614, -1.62191, 2.25155], [-1.11748, -3.76961, 3.42399], [-0.63377, -3.74668, 1.71730], [0.58313, -3.88703, 3.00097], [-0.95749, -1.64337, 4.83666], [0.74547, -2.09958, 4.71710], [0.24944, -0.44212, 4.36717], [-3.07666, -1.92928, 3.44962], [-5.22807, -1.28224, 2.51517], [-4.48582, -0.77054, 1.00195], [-4.21075, 0.16735, 2.46254], [-4.41874, -3.33478, 1.66369], [-3.04857, -3.00945, 0.60153], [-2.81316, -3.91056, 2.09811], [-2.36053, -2.95222, -2.06919], [-1.90489, -1.63632, -1.92775], [-2.56168, -0.28662, -2.69795], [-4.38863, -0.33356, -2.21741], [-2.62296, -0.68824, -4.54111], [-1.50563, 1.07029, -2.09957], [-0.31057, 1.69391, -3.39296], [0.60023, 0.32152, -4.34476], [-1.18651, 2.65119, -4.79070], [0.93061, 2.98800, -2.80578], [-2.58500, 2.43968, -1.45102], [-3.78943, 3.12847, -2.76057], [-3.63037, 1.91077, 0.03143], [-1.72587, 3.97811, -0.79787], [-3.40176, -3.05565, -1.74279], [-1.73876, -3.59813, -1.44614], [-2.29304, -3.29319, -3.10942], [-4.84124, -1.20620, -2.69834], [-4.94878, 0.54329, -2.54033], [-4.52355, -0.44061, -1.14204], [-3.22594, -1.58947, -4.68866], [-1.64857, -0.85175, -4.99133], [-3.11634, 0.11630, -5.08971], [0.38213, -0.66537, -3.94035], [0.32683, 0.33584, -5.40351], [1.67767, 0.46983, -4.26354], [-1.97254, 2.07933, -5.28576], [-0.43396, 2.90111, -5.54559], [-1.62091, 3.58993, -4.44191], [1.21498, 2.89015, -1.76093], [0.53939, 3.99613, -2.96417], [1.83910, 2.89699, -3.40837], [-4.04576, 2.42043, -3.54932], [-3.36204, 4.00942, -3.24359], [-4.71763, 3.44239, -2.27395], [-4.65351, 1.63670, -0.22709], [-3.67257, 2.72461, 0.75990], [-3.16790, 1.06462, 0.53576], [-0.87371, 4.33500, -1.37194], [-1.40289, 3.77785, 0.22073], [-2.47534, 4.77449, -0.75291], [1.67590, -0.01460, -1.36006], [1.85804, -0.79451, -2.11283], [2.12809, 0.89903, -1.75071], [1.58613, -4.51891, -0.06085], [1.53924, -2.89644, -0.82531], [1.24419, -3.48002, -2.50361], [0.20442, -2.32246, -0.40938], [0.63913, -5.03769, -0.20552], [1.77888, -4.36657, 0.99799], [2.41002, -5.07697, -0.50454], [2.12556, -4.01852, -2.85051], [1.08866, -2.59464, -3.11669], [0.36009, -4.11418, -2.52590]],
  "s2": 0.759,
  "spin_multiplicity": 2,
  "charge": -1,
  "e_lumo_ev": [2.06, 2.06]
}

[5]
{
  "formula": "C26H31BClF3O2",
  "method": "ωB97M-V/def2-TZVPD",
  "symbols": ["C", "C", "C", "O", "B", "C", "C", "C", "C", "C", "F", "F", "F", "C", "C", "O", "C", "C", "C", "H", "H", "H", "H", "H", "H", "H", "H", "H", "H", "H", "H", "H", "H", "H", "H", "C", "C", "C", "C", "C", "C", "C", "Cl", "C", "C", "C", "C", "C", "C", "H", "H", "H", "H", "H", "H", "H", "H", "H", "H", "H", "H", "H", "H", "H"],
  "xyz": [[-4.68639, -0.44813, -2.54862], [-3.76151, 0.73401, -2.32502], [-4.09179, 1.81984, -3.35312], [-2.39539, 0.30440, -2.58183], [-1.61504, 1.07079, -1.74077], [-0.07334, 1.21065, -1.88430], [0.66299, 0.34026, -2.69634], [1.99321, 0.63104, -2.98955], [2.57749, 1.76757, -2.44420], [3.86853, 2.28819, -3.02466], [4.53669, 3.11954, -2.16605], [4.73351, 1.28311, -3.35205], [3.63128, 3.00791, -4.17092], [1.93997, 2.48493, -1.43512], [0.60752, 2.18453, -1.13456], [-2.28429, 1.68755, -0.70117], [-3.66810, 1.27261, -0.82022], [-4.50625, 2.48925, -0.44980], [-3.95323, 0.18085, 0.21619], [-5.71664, -0.09385, -2.66388], [-4.38575, -0.96830, -3.46425], [-4.65173, -1.15456, -1.70725], [-5.16764, 2.01811, -3.36982], [-3.53832, 2.74612, -3.14093], [-3.78705, 1.44317, -4.33947], [0.20777, -0.54847, -3.11299], [2.55681, 0.00104, -3.66959], [2.44709, 3.28890, -0.90452], [0.11459, 2.72826, -0.32875], [-5.57145, 2.29213, -0.65614], [-4.39441, 2.67072, 0.63298], [-4.16766, 3.38508, -0.99279], [-5.02766, -0.05746, 0.21209], [-3.37296, -0.73396, 0.02264], [-3.69543, 0.55771, 1.21944], [-0.04499, -3.27610, 0.96766], [0.76284, -2.04782, 1.36185], [1.60660, -1.92851, 2.58059], [2.68048, -0.88202, 2.09326], [3.65837, -1.34737, 1.21279], [4.60320, -0.48821, 0.64245], [4.60424, 0.86450, 1.02079], [5.97629, 1.81254, 0.67650], [3.55193, 1.38823, 1.78743], [2.56434, 0.51197, 2.27079], [2.12137, -3.25578, 3.23690], [1.36483, -3.59478, 4.30658], [0.25696, -2.60146, 4.52677], [0.80317, -1.35287, 3.81289], [0.18781, -4.17526, 1.54620], [-1.11831, -3.08037, 1.06592], [0.12295, -3.48385, -0.09839], [1.36990, -1.82818, 0.46110], [0.06264, -1.19020, 1.40957], [3.66346, -2.40420, 0.92465], [5.35504, -0.86314, -0.04234], [3.52941, 2.45053, 2.00849], [1.70167, 0.94654, 2.79505], [2.93467, -3.84663, 2.81119], [1.41476, -4.48917, 4.93293], [-0.00609, -2.44575, 5.57887], [-0.66014, -2.92418, 3.98579], [1.54350, -0.83974, 4.44645], [0.02366, -0.63227, 3.54258]],
  "smiles": "CC1(C)OB(c2ccc(C(F)(F)F)cc2)OC1(C)C.CC[C@]1(c2ccc(Cl)cc2)C=CCC1",
  "e_lumo_ev": 0.40
}

[6]
{
  "formula": "Cl2OS",
  "method": "ωB97M-V/def2-TZVPD",
  "symbols": ["O", "S", "Cl", "Cl"],
  "xyz": [[-1.53930, -0.77796, -0.03718], [1.43592, -0.96998, 0.03171], [-1.43460, 0.79637, 0.03269], [1.53798, 0.95157, -0.02723]],
  "e_lumo_ev": [-3.64, -3.64]
}